(1)
This record from the Open Molecules 2025 dataset describes C3H4O2 as an isolated structure at a distorted geometry. The level of theory is ωB97M-V/def2-TZVPD.

Atoms and positions in Å:
O 1.28 0.39 1.03
O -1.32 -0.31 -0.88
C 0.46 -0.63 0.40
C 0.04 0.81 0.58
C -0.19 0.38 -0.79
H 0.39 0.63 -1.67
H -0.70 1.04 1.35
H 1.00 -1.37 -0.18
H -0.97 -0.94 0.15

Total charge ... 0
Highest occupied orbital energy ... -9.43 eV
LUMO energy ... 0.672 eV
Energy above the lowest of the compared OMol25 structures with the same formula, charge and spin ... 625.2 kJ/mol

natural (NBO) population analysis, charges in e, atoms 1 to 6: -0.4662 -0.6771 -0.2333 0.1281 0.1360 0.2186


(2)
This record from the Open Molecules 2025 dataset describes C5H7N2P as an isolated structure at a distorted geometry. The level of theory is ωB97M-V/def2-TZVPD.

Atoms and positions in Å:
P -2.63 0.71 -0.02
N -2.69 -0.89 0.07
N -0.96 0.86 0.08
C -1.48 -1.36 0.14
C 0.93 -0.55 -0.24
C -0.48 -0.36 0.05
C 1.73 0.43 0.62
C 1.64 0.67 -0.87
H 1.01 1.47 -1.24
H 0.96 0.89 1.24
H 2.65 0.33 0.98
H -3.40 1.08 1.14
H 1.31 -1.49 -0.57
H 2.52 0.58 -1.53
H -1.12 -2.37 0.16

Total charge ... 0
Highest occupied orbital energy (alpha / beta) ... -9.12 / -9.12 eV
LUMO energy (alpha / beta) ... -0.232 / -0.231 eV
Energy above the lowest of the compared OMol25 structures with the same formula, charge and spin ... 150.8 kJ/mol

natural (NBO) population analysis, charges in e, atoms 1 to 6: 1.0325 -0.7201 -0.7667 0.0187 -0.2965 0.1831


(3)
This record from the Open Molecules 2025 dataset describes a 2-piece molecular cluster, C19H18N2O2 overall at a distorted geometry. The level of theory is ωB97M-V/def2-TZVPD.

Atoms and positions in Å:
O -2.68 -3.14 1.49
O -1.71 -1.45 2.64
N -3.25 -1.87 -1.81
N 0.73 0.62 -0.39
C 0.62 3.47 -2.62
C 1.01 -1.25 1.18
C -1.81 -2.39 3.72
C 0.80 2.22 -2.04
C 1.43 1.03 -2.54
C 1.39 0.05 -1.52
C 0.37 1.96 -0.72
C 2.50 -0.51 -4.02
C 1.97 0.77 -3.79
C -2.13 -1.14 0.36
C 1.90 -1.22 -1.75
C -1.28 -1.76 4.98
C -2.75 -1.62 -0.78
C 2.47 -1.48 -3.02
C -0.37 4.22 -0.51
C -2.22 -2.00 1.49
C -0.20 2.94 0.07
C 0.36 -0.01 0.72
C 0.03 4.47 -1.84
H -1.94 -0.09 0.48
H -0.13 5.46 -2.26
H -1.24 -3.30 3.48
H 1.85 -1.97 -0.98
H 0.94 3.62 -3.65
H -1.97 -0.99 5.36
H -0.29 -1.34 4.86
H 0.78 -1.36 2.25
H 1.96 1.56 -4.54
H -1.23 -2.53 5.75
H -0.81 5.03 0.08
H -0.49 2.70 1.09
H -2.86 -2.68 3.85
H 2.94 -0.74 -5.00
H -0.28 0.56 1.41
H 2.10 -1.21 1.05
H 2.89 -2.47 -3.22
H 0.61 -2.15 0.69

Total charge ... 0
Highest occupied orbital energy ... -7.01 eV
LUMO energy ... -1.581 eV
Energy above the lowest of the compared OMol25 structures with the same formula, charge and spin ... 335.6 kJ/mol

natural (NBO) population analysis, charges in e, atoms 1 to 6: -0.6478 -0.5590 -0.4030 -0.3508 -0.1888 -0.7223


(4)
This record from the Open Molecules 2025 dataset describes a 9-piece molecular cluster, C53H120BN8O22 overall at a distorted geometry. The level of theory is ωB97M-V/def2-TZVPD.

Atoms and positions in Å:
O 0.10 -1.27 0.41
O 1.35 -1.97 -1.43
O -7.51 -5.85 0.21
O -0.10 4.44 -3.31
O 5.71 1.35 4.45
O 1.97 0.09 -0.42
O -4.43 2.33 3.58
O 3.95 1.20 0.15
O 4.51 -1.49 1.35
O 1.46 6.39 -0.76
O 0.55 7.92 3.83
O -5.09 -5.60 -4.08
O 5.54 2.95 -2.51
O 2.41 -1.90 0.82
O 1.14 3.34 2.65
O 0.67 -5.35 2.98
O 3.19 3.04 8.36
O 3.39 -4.82 -2.19
O -0.25 -3.41 -2.26
O -1.84 -2.31 -0.10
O -2.45 -7.53 -0.29
O -1.13 -4.22 -6.10
N -6.18 1.01 1.44
N 2.62 5.50 3.31
N -3.95 -3.42 -5.92
N 4.21 5.79 -1.46
N -4.00 -5.87 0.92
N 3.16 -5.09 1.08
N 5.38 1.91 7.26
N -1.13 3.48 -3.69
C -2.36 -6.21 -0.80
C -2.90 -5.19 0.24
C 3.87 -4.64 -3.43
C 0.86 -4.48 1.80
C 0.44 2.14 2.38
C -5.96 -6.72 -3.78
C -2.79 -2.56 -5.98
C 2.99 1.75 7.95
C -1.40 2.32 -1.41
C -2.39 2.37 -5.65
C 6.41 0.93 6.68
C -1.24 3.44 -5.15
C 1.79 7.99 3.05
C -5.69 -4.36 -4.58
C 0.30 1.44 -3.01
C 0.03 6.42 -0.83
C -4.07 1.82 2.40
C -0.71 -2.03 -0.29
C 6.22 0.32 5.28
C -4.83 0.63 1.68
C 0.21 -2.61 -1.47
C 2.92 6.97 3.44
C -4.45 1.40 4.69
C -2.24 1.20 -3.30
C 4.32 1.05 7.85
C 2.46 5.15 1.92
C 0.60 8.50 5.13
C 2.10 7.14 -1.77
C 2.03 3.73 8.74
C 4.38 -4.71 -1.12
C 5.15 1.10 3.18
C -4.66 -3.18 -4.69
C 3.18 0.19 0.21
C -1.36 -7.85 0.70
C 1.75 -5.17 0.67
C 4.01 -5.66 0.01
C 2.19 3.67 1.76
C 3.89 4.80 -2.45
C -5.29 -5.72 0.24
C 0.05 2.95 -5.71
C -4.21 0.24 0.30
C -2.27 0.97 -4.88
C -1.02 2.16 -2.94
C 3.65 7.06 -1.82
C -1.59 4.84 -5.78
C -0.39 -5.13 -5.24
C 4.26 3.37 -2.08
C -1.66 -3.26 -5.19
C -8.65 -6.53 0.52
C 3.41 -1.19 0.90
C 5.91 1.66 -2.25
C -0.04 -4.64 4.00
C -6.43 -6.15 1.05
B 1.47 -1.26 -0.18
H -6.26 -4.05 -3.71
H 4.38 4.90 -3.41
H -3.16 -4.18 -0.10
H -5.25 -6.32 -0.66
H 1.34 -3.52 1.96
H -1.44 0.37 -5.26
H 3.55 5.13 3.43
H -2.15 -5.04 1.02
H -1.39 -5.94 -1.20
H -3.91 2.70 1.78
H 4.19 3.14 -1.02
H 4.22 7.82 -1.28
H 0.86 3.54 -5.27
H -6.78 1.25 2.22
H 3.81 7.27 2.89
H 4.93 -6.01 0.48
H -1.49 1.33 -0.95
H -2.20 2.26 -6.72
H 0.11 3.10 -6.78
H -0.10 7.38 -0.34
H -2.37 2.75 -1.17
H 1.59 6.91 -2.71
H 4.12 -3.58 -3.48
H -8.95 -6.24 1.52
H 0.22 0.37 -3.17
H 2.19 8.99 3.23
H 0.60 9.58 4.95
H 4.18 0.60 3.13
H 1.02 1.92 -3.67
H -0.72 2.73 -0.66
H -2.32 -2.44 -6.96
H -0.06 -5.96 -5.86
H 3.34 5.45 1.35
H 0.24 1.98 1.32
H -5.18 -2.24 -4.84
H -8.75 -7.61 0.51
H -0.66 -3.82 3.64
H 2.46 1.86 7.00
H -0.23 5.57 -0.21
H -2.08 -3.62 -4.25
H 1.59 8.45 5.59
H 2.83 4.73 -2.69
H 3.57 5.60 -0.70
H -0.56 5.24 -3.05
H 5.42 -4.74 -1.42
H 1.62 5.71 1.52
H 5.83 2.10 8.14
H 3.99 0.27 7.15
H -0.48 6.44 -1.79
H -5.54 -7.15 -2.87
H -1.10 -5.65 -4.59
H 4.00 7.35 -2.81
H 3.08 3.09 2.02
H -4.78 -0.21 2.36
H -6.39 -4.48 -5.41
H -4.67 0.39 4.36
H 5.37 -0.35 5.45
H -0.15 8.15 5.84
H 3.51 -6.53 -0.42
H -3.47 1.45 5.16
H 0.44 -4.61 -4.76
H 1.72 3.38 9.73
H -2.42 4.78 -6.49
H 0.89 1.63 -2.11
H -1.83 5.61 -5.05
H -0.03 -4.49 1.18
H -7.03 -6.54 -3.64
H -3.60 -4.35 -5.72
H -1.65 -8.81 1.12
H -0.41 -8.02 0.19
H -3.35 2.88 -5.73
H 2.36 1.29 8.72
H 4.60 0.52 8.76
H 3.54 -4.18 1.28
H -9.44 -6.05 -0.07
H 7.04 -0.25 4.85
H -5.35 -4.70 -0.15
H -5.27 1.65 5.35
H -5.83 -7.40 -4.62
H 6.60 0.13 7.40
H 1.02 1.31 2.79
H -0.72 -5.37 4.44
H 3.02 -4.83 -4.08
H -0.84 5.16 -6.51
H -6.34 1.91 1.02
H 6.83 1.49 -2.80
H 3.03 7.25 4.49
H 7.17 1.69 6.48
H -3.09 -6.25 -1.61
H 5.84 0.42 2.68
H -3.71 -6.84 0.88
H 1.76 8.15 -1.56
H 6.19 1.33 -1.25
H 0.69 -4.20 4.68
H -6.49 -7.21 1.30
H -6.39 -5.55 1.95
H -3.19 0.45 -5.13
H 4.49 -3.69 -0.74
H 1.45 8.05 2.02
H -3.08 1.44 2.63
H 2.11 3.43 0.70
H -1.24 -7.18 1.55
H 5.25 2.00 2.56
H 5.21 0.92 -2.63
H 2.52 4.68 8.95
H -3.00 -1.55 -5.63
H 0.25 1.89 -5.59
H 4.65 -5.33 -3.74
H 1.71 -4.54 -0.22
H 1.25 3.88 8.00
H -4.78 -0.57 -0.14
H -3.17 0.02 0.55
H 3.51 2.68 -2.48
H -4.00 -3.15 -3.82
H 1.38 -6.12 0.29
H -2.26 0.27 -2.73
H -0.50 2.02 2.92
H -0.92 -2.55 -4.82
H -4.38 1.08 -0.38
H -3.23 1.63 -3.13

Total charge ... -1
Highest occupied orbital energy ... -6.41 eV
LUMO energy ... 2.089 eV

Mulliken population analysis, charges in e, atoms 1 to 6: -0.7732 -0.5828 -0.2303 0.0268 -0.4034 0.6366


(5)
This record from the Open Molecules 2025 dataset describes an isolated ion of composition C18H21N2 and charge +1 at a distorted geometry. The level of theory is ωB97M-V/def2-TZVPD.

Atoms and positions in Å:
N 0.39 2.50 0.75
N -2.91 -0.14 1.19
C -1.78 0.97 3.07
C -0.80 -0.67 -1.68
C 3.90 0.73 -0.87
C -0.77 0.30 0.80
C 1.83 -0.95 -0.08
C -1.29 -0.31 -0.41
C -1.66 -1.35 -2.56
C 1.78 0.42 0.23
C -4.19 -0.18 1.84
C -1.79 0.44 1.71
C -3.50 -1.27 -0.95
C -3.00 -1.62 -2.22
C 4.98 -1.09 -2.18
C 2.88 -1.47 -0.84
C -2.64 -0.60 -0.09
C 0.57 1.02 1.00
C 3.91 -0.61 -1.28
C 2.88 1.23 -0.06
H -0.76 1.20 3.39
H -1.23 -1.67 -3.54
H -4.91 -0.64 1.17
H -3.63 -2.09 -2.98
H -2.38 1.89 3.22
H 4.74 1.39 -1.11
H 5.71 -0.28 -2.37
H 0.26 -0.49 -1.90
H -4.54 -1.47 -0.68
H 1.03 -1.61 0.25
H 1.20 3.11 0.96
H -4.19 -0.75 2.77
H 2.91 -2.54 -1.06
H 4.55 -1.40 -3.15
H 0.82 1.03 2.11
H -0.35 2.96 1.32
H 5.51 -1.96 -1.77
H -4.53 0.83 2.08
H 0.15 2.68 -0.26
H 2.97 2.23 0.36
H -2.15 0.24 3.80

Total charge ... +1
Structure (SMILES) ... Cc1ccc([C@@H]([NH3+])c2c(C)n(C)c3ccccc23)cc1
Highest occupied orbital energy ... -10.93 eV
LUMO energy ... -3.191 eV
Energy above the lowest of the compared OMol25 structures with the same formula, charge and spin ... 0.0 kJ/mol

natural (NBO) population analysis, charges in e, atoms 1 to 6: -0.6883 -0.3289 -0.6736 -0.2218 -0.2091 -0.1996


(6)
This record from the Open Molecules 2025 dataset describes a 2-piece molecular cluster, C3H7O3PS2 overall at a distorted geometry. The level of theory is ωB97M-V/def2-TZVPD.

Atoms and positions in Å:
S 2.75 -1.48 0.90
S -3.70 -0.45 1.10
P -1.74 -0.83 0.18
O -2.11 -1.66 -1.14
O -1.66 0.64 -1.99
O -1.28 1.97 -0.14
C -1.61 0.88 -0.80
C 2.26 -2.56 -0.21
C -0.85 3.06 -0.95
H 1.22 -3.11 -0.21
H -0.54 3.85 -0.26
H -3.23 -1.13 2.19
H 3.01 -2.77 -1.07
H -2.85 -1.46 -1.74
H -1.64 3.39 -1.57
H -0.19 2.64 -1.74

Total charge ... 0
Multiplicity ... 3
Highest occupied orbital energy (alpha / beta) ... -7.08 / -9.31 eV
<S²> ... 2.01
LUMO energy (alpha / beta) ... 0.605 / -2.187 eV

natural (NBO) population analysis, charges in e, atoms 1 to 6: 0.3315 -0.3639 0.9285 -1.0017 -0.6099 -0.4925